Below is C40H32F5N8O4RbS3 as an isolated structure, with properties calculated with ωB97M-V/def2-TZVPD.

The total energy comes out at -4000.59511 hartree. Its orbital gap is 6.203 eV. As for the HOMO energy: -2.47 eV. The net charge is -2. Its strongest force on any atom is 0.0220 hartree/bohr.

Structure (XYZ):
```
93
C40H32F5N8O4RbS3 | the OMol25 dataset | ωB97M-V/def2-TZVPD
Rb 1.10 -0.02 0.11
C 0.86 -4.20 -1.77
C 0.49 -2.79 -2.14
O -0.41 -2.18 -1.56
N 1.18 -2.24 -3.17
C 1.11 -0.82 -3.50
C -0.23 -0.36 -4.00
C -0.71 -0.74 -5.25
C -1.95 -0.29 -5.65
C -2.66 0.55 -4.80
C -2.09 0.90 -3.59
N -0.90 0.45 -3.19
H 0.70 -4.33 -0.71
H 1.89 -4.44 -2.02
H 0.19 -4.88 -2.31
H 2.05 -2.68 -3.41
H 1.88 -0.66 -4.25
H 1.41 -0.22 -2.64
H -0.11 -1.39 -5.88
H -2.36 -0.57 -6.61
H -3.64 0.93 -5.07
H -2.60 1.56 -2.89
S 1.54 -3.13 1.52
C 1.84 -2.51 3.08
N 2.94 -2.64 3.75
N 2.92 -1.86 4.96
C 3.53 -0.61 4.92
C 3.77 0.08 3.73
C 4.30 1.36 3.75
C 4.62 1.98 4.95
C 4.41 1.29 6.14
C 3.87 0.01 6.13
N 0.72 -1.85 3.75
N 0.45 -0.75 3.27
C -0.58 -0.06 4.00
C -0.66 -0.16 5.38
C -1.62 0.57 6.06
C -2.50 1.39 5.36
C -2.41 1.49 3.98
C -1.44 0.77 3.29
H 3.29 -2.43 5.71
H 3.55 -0.40 2.79
H 4.46 1.87 2.81
H 5.02 2.99 4.96
H 4.65 1.75 7.09
H 3.70 -0.51 7.06
H 0.05 -0.79 5.90
H -1.68 0.51 7.14
H -3.25 1.97 5.89
H -3.08 2.12 3.42
H -1.37 0.84 2.21
F -2.20 6.43 3.33
C -2.19 5.35 2.52
C -1.03 4.62 2.33
F 0.09 4.99 2.98
C -1.03 3.52 1.50
F 0.12 2.85 1.37
C -2.16 3.08 0.80
S -2.11 1.71 -0.25
C -3.31 3.85 1.02
F -4.47 3.54 0.41
C -3.33 4.96 1.86
F -4.47 5.66 2.03
N -2.88 -1.45 0.33
C -3.00 -1.95 1.61
C -2.21 -3.02 2.06
C -2.34 -3.49 3.35
C -3.26 -2.92 4.23
C -4.04 -1.86 3.79
C -3.92 -1.38 2.50
H -3.08 -0.46 0.23
H -2.06 -1.72 -0.21
H -1.44 -3.42 1.41
H -1.68 -4.28 3.68
H -3.33 -3.28 5.25
H -4.74 -1.39 4.47
H -4.51 -0.54 2.16
O 5.38 -1.89 -1.59
S 4.71 -0.80 -2.25
O 4.29 -1.05 -3.61
N 3.51 -0.17 -1.38
C 3.76 1.09 -0.97
O 3.00 1.79 -0.31
C 5.11 1.59 -1.45
C 5.69 2.82 -1.21
C 6.94 3.07 -1.76
C 7.59 2.10 -2.52
C 7.00 0.86 -2.75
C 5.76 0.64 -2.20
H 5.17 3.56 -0.62
H 7.43 4.02 -1.60
H 8.57 2.31 -2.94
H 7.50 0.10 -3.34
```

=====

Below is C61H49NO2P2SZn as an isolated structure, with properties calculated with ωB97M-V/def2-TZVPD.

The total energy comes out at -5419.34770 hartree. Its orbital gap is 6.905 eV. As for the HOMO energy: -6.75 eV. Its strongest force on any atom is 0.0099 hartree/bohr.

Structure (XYZ):
```
117
C61H49NO2P2SZn | the OMol25 dataset | ωB97M-V/def2-TZVPD
Zn 0.40 0.05 -0.27
O 0.86 -0.34 4.14
S 0.90 0.23 2.76
C 1.55 1.90 2.98
C 2.62 1.96 3.85
C 3.14 3.16 4.36
C 2.49 4.31 4.05
C 2.73 5.73 4.50
C 1.53 6.54 3.94
C 0.73 5.53 3.16
C -0.45 5.66 2.49
C -0.97 4.52 1.84
C -0.35 3.28 1.83
P -1.18 2.00 0.79
C -2.68 1.75 1.83
C -2.49 1.09 3.05
C -3.54 0.91 3.93
C -4.81 1.37 3.60
C -5.01 2.02 2.40
C -3.95 2.21 1.51
C -1.77 2.95 -0.67
C -2.88 2.50 -1.38
C -3.26 3.10 -2.57
C -2.50 4.13 -3.10
C -1.37 4.57 -2.43
C -1.01 3.99 -1.22
C 0.83 3.09 2.63
C 1.34 4.26 3.23
C 2.28 -0.62 1.97
C 3.55 -0.11 1.87
C 4.69 -0.92 1.66
C 4.52 -2.27 1.67
C 5.51 -3.41 1.59
C 4.65 -4.70 1.74
C 3.22 -4.20 1.79
C 2.02 -4.84 1.89
C 0.84 -4.07 1.77
C 0.78 -2.70 1.60
P -0.81 -1.93 0.50
C -0.84 -3.55 -0.42
C -1.98 -4.35 -0.41
C -2.03 -5.53 -1.15
C -0.95 -5.91 -1.94
C 0.19 -5.12 -1.96
C 0.25 -3.96 -1.19
C -1.96 -1.98 1.98
C -3.36 -1.86 1.87
C -4.18 -1.96 2.98
C -3.65 -2.15 4.24
C -2.27 -2.23 4.38
C -1.45 -2.15 3.26
C 2.04 -2.02 1.77
C 3.21 -2.80 1.74
H 3.05 1.02 4.19
H 4.00 3.14 5.02
H 3.68 6.10 4.12
H 2.79 5.79 5.59
H 1.86 7.36 3.30
H 0.93 6.98 4.74
H -0.99 6.60 2.44
H -1.89 4.63 1.29
H -1.51 0.71 3.33
H -3.37 0.39 4.86
H -5.64 1.23 4.29
H -6.00 2.39 2.13
H -4.13 2.75 0.59
H -3.46 1.67 -1.01
H -4.13 2.74 -3.10
H -2.79 4.60 -4.04
H -0.77 5.37 -2.83
H -0.13 4.34 -0.71
H 3.70 0.96 1.94
H 5.66 -0.45 1.55
H 6.26 -3.33 2.39
H 6.05 -3.38 0.65
H 4.90 -5.24 2.65
H 4.81 -5.38 0.91
H 1.96 -5.92 1.99
H -0.09 -4.63 1.71
H -2.83 -4.07 0.19
H -2.91 -6.15 -1.11
H -0.99 -6.82 -2.52
H 1.04 -5.40 -2.56
H 1.16 -3.38 -1.17
H -3.83 -1.67 0.92
H -5.26 -1.87 2.85
H -4.29 -2.23 5.11
H -1.82 -2.35 5.35
H -0.38 -2.23 3.42
N -1.50 0.14 -4.09
C -1.27 -0.16 -2.80
O -0.61 0.62 -2.10
C -1.82 -1.44 -2.26
C -2.29 -1.36 -0.80
H -1.06 0.96 -4.48
H -1.99 -0.50 -4.69
H -1.01 -2.16 -2.38
H -2.62 -1.79 -2.91
H -3.20 -1.95 -0.75
H -2.55 -0.33 -0.53
C 5.36 -1.25 -2.31
C 4.13 -1.88 -2.04
C 3.08 -1.15 -1.56
C 3.19 0.24 -1.31
C 2.10 0.98 -0.76
C 2.30 2.32 -0.54
C 3.53 2.96 -0.81
C 4.58 2.25 -1.32
C 4.43 0.87 -1.59
C 5.51 0.09 -2.09
H 6.19 -1.84 -2.69
H 4.02 -2.95 -2.20
H 2.14 -1.63 -1.33
H 1.50 2.93 -0.12
H 3.65 4.02 -0.60
H 5.53 2.73 -1.52
H 6.45 0.58 -2.30
```

=====

Below is a 2-piece molecular cluster, C11H11IN2 overall, with properties calculated with ωB97M-V/def2-TZVPD.

The total energy comes out at -832.77804 hartree. Its orbital gap is 7.975 eV. As for the HOMO energy: -8.68 eV. Its strongest force on any atom is 0.1143 hartree/bohr.

Structure (XYZ):
```
25
C11H11IN2 | the OMol25 dataset | ωB97M-V/def2-TZVPD
C 0.47 1.81 3.31
C 1.15 0.88 2.62
C -0.51 2.70 2.68
C 0.82 0.60 1.30
C -0.75 2.48 1.37
C -0.36 -3.59 -1.13
C -1.29 -2.71 -0.77
C -0.16 1.38 0.64
C 0.23 -1.69 -2.02
C 1.09 -0.64 -2.62
C -1.62 -0.30 -1.36
N 0.50 -2.92 -1.92
N -1.04 -1.45 -1.30
I -3.76 -0.12 -0.79
H 0.28 1.96 4.34
H 2.08 0.29 3.08
H -0.83 3.71 3.16
H 1.24 -0.22 0.71
H -1.50 3.05 0.80
H -0.11 -4.57 -0.99
H -2.26 -2.81 -0.13
H 1.97 -0.64 -1.88
H 1.46 -0.84 -3.62
H 0.56 0.27 -2.45
H -0.93 1.15 -0.22
```